Entry 1:
# C4H10N4O2

A 2-piece molecular cluster, C4H10N4O2 overall (ωB97M-V/def2-TZVPD, the Open Molecules 2025 dataset).

As for the lowest unoccupied orbital energy: -7.8 eV. The net charge is +2. Its calculated total energy is -14345.893 eV.

XYZ file:
```
20
Properties=species:S:1:pos:R:3:forces:R:3
C -1.309 -0.072 -0.180 4.05 -1.73 -1.69
C 0.512 0.306 2.421 1.86 -0.86 0.44
C -0.241 -1.601 -1.639 3.21 1.98 3.58
C 0.831 -0.347 -1.246 -1.85 -2.68 -1.17
N -1.375 -1.196 -0.883 -3.07 0.90 0.65
N 1.329 -0.512 2.245 0.08 -0.51 -0.17
N 0.048 0.393 -0.260 -1.07 0.56 1.77
N 0.429 1.789 0.069 0.76 0.55 -2.03
O -2.201 0.400 0.560 -1.36 0.38 0.35
O -0.192 1.236 2.385 -2.12 1.16 0.78
H -0.338 -1.787 -2.639 -0.75 0.02 -2.64
H 0.146 -2.498 -1.158 0.19 -0.03 -0.12
H 1.767 -0.891 -1.110 0.07 0.68 1.50
H 0.982 0.327 -2.018 0.26 0.92 -2.09
H -2.226 -1.798 -0.864 0.69 0.83 0.14
H -1.861 0.937 1.294 0.00 0.26 0.48
H 2.013 -1.161 2.572 0.09 -0.24 0.39
H 0.117 2.459 -0.703 0.76 -0.89 0.78
H 1.510 1.822 0.173 -1.97 -0.10 -0.38
H 0.058 2.192 0.982 0.16 -1.17 -0.58
```
Positions in Å, forces in eV/Å.


Entry 2:
# C41H76As6F36N5O6

C41H76As6F36N5O6 as an isolated structure (ωB97M-V/def2-TZVPD, the Open Molecules 2025 dataset).

As for the lowest unoccupied orbital energy: 2.2 eV. The net charge is -3. Its calculated total energy is -526370.007 eV.

XYZ file:
```
170
Properties=species:S:1:pos:R:3:forces:R:3
C 1.291 -13.177 15.429 -0.15 1.60 -0.99
N 2.268 -12.475 14.556 -0.44 -1.50 -0.84
C 2.888 -13.224 13.591 0.77 1.55 0.60
C 3.887 -12.603 12.887 0.37 0.36 -0.73
C 4.172 -11.237 13.046 -0.65 0.82 0.66
C 3.321 -10.475 13.851 -0.37 -0.73 -0.28
C 2.394 -11.148 14.625 0.31 0.20 0.06
C 5.322 -10.579 12.391 0.05 -0.52 -0.30
C 6.551 -11.207 12.434 0.11 -0.70 0.36
C 7.663 -10.632 11.858 -1.61 0.16 0.19
N 7.482 -9.470 11.175 0.92 -0.31 0.41
C 6.336 -8.744 11.228 0.44 -1.07 0.19
C 5.225 -9.343 11.810 -0.28 1.33 -0.04
C 8.707 -8.947 10.565 0.58 1.80 -0.91
H 1.743 -13.410 16.387 0.02 0.00 -0.74
H 0.887 -14.007 14.859 0.17 -0.33 0.32
H 0.496 -12.437 15.527 -0.19 -0.25 0.53
H 2.580 -14.247 13.460 0.08 -0.07 0.16
H 4.457 -13.045 12.079 -0.16 -0.69 0.27
H 3.295 -9.396 13.905 0.42 -0.10 -0.18
H 1.759 -10.615 15.327 -0.08 0.03 0.25
H 6.591 -12.127 13.004 0.59 0.02 -0.01
H 8.638 -11.070 12.020 0.26 0.40 -0.48
H 6.355 -7.723 10.865 -0.09 -0.12 -0.38
H 4.297 -8.786 11.882 0.09 0.23 -0.23
H 9.159 -8.254 11.274 0.26 -0.33 0.16
H 8.543 -8.350 9.664 -0.84 0.00 0.14
H 9.407 -9.693 10.202 -0.22 -0.52 0.74
C 3.541 -14.538 18.472 -0.95 -0.10 -0.28
C 2.087 -14.027 18.517 -0.74 0.53 -0.24
C 1.943 -12.491 18.732 1.26 -0.67 1.15
C 1.989 -12.240 20.240 -0.22 0.44 0.69
N 1.784 -10.795 20.669 -0.65 -0.87 -0.17
C 1.967 -10.573 22.154 0.35 -1.26 0.02
C 0.998 -9.481 22.557 -0.28 0.92 0.05
C -0.011 -9.343 21.385 0.48 0.04 0.31
C 0.290 -10.553 20.484 0.08 1.73 -0.68
C 2.636 -9.911 19.790 -0.08 0.08 -0.03
H 3.587 -15.454 17.880 0.17 0.09 -0.16
H 3.895 -14.825 19.461 0.06 0.31 0.09
H 4.175 -13.767 18.037 0.23 -0.25 0.03
H 1.456 -14.613 19.194 0.25 0.25 0.57
H 1.469 -14.140 17.618 0.86 -0.92 0.18
H 1.086 -12.122 18.173 -0.25 0.32 0.51
H 2.835 -11.979 18.366 -0.06 -0.25 -0.59
H 2.933 -12.533 20.702 0.21 -0.15 -0.47
H 1.208 -12.813 20.742 0.00 0.02 0.07
H 3.022 -10.482 22.406 0.02 0.61 -0.24
H 1.676 -11.544 22.568 -0.22 0.11 0.21
H 1.458 -8.514 22.765 0.45 -0.15 -0.27
H 0.452 -9.688 23.478 0.22 -0.53 0.01
H 0.149 -8.401 20.863 0.11 -0.19 -0.28
H -1.003 -9.278 21.829 -0.23 -0.43 -0.48
H 0.188 -10.351 19.418 -0.36 0.27 0.08
H -0.306 -11.430 20.724 0.40 -0.21 0.35
H 3.679 -10.227 19.729 -0.11 -0.48 0.57
H 2.664 -8.900 20.188 -0.40 0.09 -0.20
H 2.213 -10.029 18.796 -0.11 0.77 -0.02
C 3.482 -3.242 14.709 -0.05 -1.24 0.02
C 2.164 -3.861 15.163 -0.94 -0.65 -0.36
C 1.065 -3.852 14.096 -0.40 0.45 -0.45
C 0.012 -4.937 14.269 0.44 0.78 -0.02
N -1.133 -4.701 13.292 -0.57 -0.86 1.30
C -2.090 -5.893 13.501 0.35 0.46 -0.39
C -2.895 -5.922 12.221 0.43 -0.65 0.55
C -1.877 -5.520 11.156 0.21 0.20 -0.37
C -0.717 -4.774 11.855 -0.39 -0.55 -0.57
C -1.880 -3.468 13.643 -0.14 0.75 -0.13
H 3.486 -2.175 14.503 -0.13 0.09 0.36
H 3.788 -3.751 13.789 -0.02 0.07 -0.08
H 4.213 -3.547 15.456 0.22 0.72 0.00
H 1.717 -3.469 16.081 0.35 0.39 0.03
H 2.280 -4.925 15.402 0.57 0.00 0.01
H 1.448 -3.946 13.075 0.46 -0.15 0.15
H 0.564 -2.878 14.093 0.09 0.05 0.18
H -0.426 -4.979 15.266 -0.04 0.13 0.02
H 0.409 -5.931 14.068 0.10 0.08 -0.25
H -2.625 -5.714 14.430 -0.08 -0.04 -0.04
H -1.513 -6.811 13.604 0.31 0.23 0.07
H -3.743 -5.251 12.349 -0.14 -0.10 -0.55
H -3.196 -6.950 12.024 -0.56 0.17 0.12
H -2.388 -4.937 10.391 0.33 0.13 -0.09
H -1.415 -6.378 10.668 -0.37 -0.14 -0.05
H -0.522 -3.846 11.323 0.04 0.43 0.81
H 0.223 -5.326 11.836 -0.01 -0.06 -0.20
H -2.109 -3.408 14.706 0.34 -0.34 0.08
H -2.841 -3.393 13.135 0.17 -0.32 -0.32
H -1.291 -2.597 13.372 0.02 -0.08 -0.03
C 8.447 -5.467 12.010 0.57 -0.40 0.57
C 7.786 -5.034 13.325 -0.12 -0.22 -0.39
C 7.360 -6.264 14.136 0.70 1.00 0.84
C 6.662 -5.834 15.419 -1.24 -0.62 0.23
N 5.944 -7.012 16.089 -0.24 -0.43 -0.18
C 4.977 -7.723 15.171 0.10 1.47 -1.73
C 3.873 -8.357 15.992 1.46 -0.75 0.14
C 4.167 -7.838 17.404 -1.66 -0.06 0.42
C 5.031 -6.595 17.228 0.06 -1.43 -0.29
C 6.958 -8.038 16.534 -1.28 -0.15 -0.02
H 9.294 -6.120 12.244 0.17 0.18 0.06
H 8.843 -4.632 11.437 -0.14 0.00 -0.07
H 7.799 -6.089 11.387 -0.37 0.38 -0.06
H 6.943 -4.377 13.094 -0.18 -0.13 0.13
H 8.473 -4.458 13.948 0.15 0.08 -0.21
H 8.279 -6.755 14.458 -0.16 -0.38 -0.46
H 6.728 -6.908 13.524 0.04 -0.05 0.05
H 5.880 -5.101 15.216 -0.01 0.00 0.03
H 7.260 -5.466 16.252 0.47 0.30 -0.47
H 5.549 -8.359 14.497 -0.01 -0.43 0.44
H 4.583 -6.976 14.471 -0.03 0.26 0.23
H 4.060 -9.430 15.891 -0.41 0.03 0.64
H 2.868 -8.138 15.639 0.09 0.23 -0.04
H 4.555 -8.625 18.048 0.39 0.21 -0.02
H 3.200 -7.555 17.830 0.19 0.14 0.35
H 5.583 -6.369 18.138 0.06 0.60 -0.23
H 4.378 -5.829 16.815 0.41 0.51 0.36
H 7.675 -7.555 17.189 0.32 -0.17 -0.25
H 7.282 -8.551 15.634 0.93 0.42 0.12
H 6.389 -8.814 17.043 0.24 0.14 0.41
As 6.551 -12.219 16.550 1.37 -0.28 0.78
F 6.155 -10.770 15.670 -0.37 -0.13 0.08
F 8.007 -11.536 17.198 -0.88 0.05 -0.23
F 6.940 -13.699 17.394 -0.55 0.16 -0.13
F 5.116 -13.019 15.866 -0.16 0.43 0.35
F 7.426 -12.789 15.148 -0.28 0.02 0.08
F 5.625 -11.633 17.974 0.16 -0.46 -1.19
As 10.506 -9.217 14.274 -0.52 0.37 -0.12
F 8.948 -8.728 13.602 -0.12 -0.34 -0.48
F 11.290 -8.030 13.262 -0.30 -0.61 0.10
F 12.046 -9.699 14.892 -0.45 -0.09 0.13
F 9.604 -10.376 15.243 0.79 0.39 -0.40
F 10.620 -10.441 12.967 -0.05 0.48 0.48
F 10.227 -7.976 15.473 0.43 -0.57 0.00
As 6.466 -3.098 18.559 0.84 1.36 1.51
F 5.642 -3.467 17.067 -0.28 -0.18 0.40
F 7.790 -2.410 17.641 -0.71 0.12 -0.03
F 7.323 -2.606 20.007 -0.07 -0.36 -0.25
F 5.242 -3.800 19.625 0.38 0.01 -1.22
F 7.343 -4.615 18.468 -0.63 -0.01 0.12
F 5.599 -1.538 18.659 0.35 -0.92 -0.49
As 5.179 -7.400 22.313 1.00 1.25 0.80
F 6.027 -6.901 20.841 -0.85 -0.39 0.99
F 5.451 -5.864 23.151 -0.32 -0.66 -0.99
F 4.352 -7.897 23.823 -0.08 -0.15 -0.89
F 4.936 -9.019 21.686 -0.49 0.01 -0.25
F 6.678 -7.968 22.969 0.04 -0.09 0.05
F 3.662 -6.859 21.620 0.29 -0.40 0.28
As 6.518 -6.621 7.139 -0.58 0.29 0.91
F 6.852 -5.648 8.558 -0.13 -0.49 -0.44
F 5.003 -5.730 6.965 0.76 -0.47 -0.37
F 6.178 -7.546 5.665 0.14 0.08 0.95
F 8.004 -7.513 7.505 -0.64 -0.07 -0.47
F 5.618 -7.802 8.144 0.60 0.32 -0.58
F 7.410 -5.522 6.142 -0.15 0.01 0.07
As 12.286 -2.458 11.505 -0.99 0.13 -0.35
F 13.197 -0.936 11.511 -0.34 -0.57 0.09
F 13.491 -3.189 12.534 -0.20 0.30 -0.24
F 11.419 -3.996 11.461 0.37 0.80 0.08
F 11.044 -1.716 10.482 0.59 -0.27 0.28
F 13.147 -2.927 10.050 0.03 0.05 0.41
F 11.333 -1.917 12.883 0.66 -0.32 -0.34
O 2.491 -7.014 12.405 -0.75 0.13 -1.01
C 3.170 -5.991 11.693 2.97 1.99 -2.10
O 2.527 -5.445 10.754 -1.76 -0.80 1.09
O 4.370 -5.768 11.897 -0.59 -1.02 1.65
H 1.855 -7.055 11.652 -0.35 -0.72 0.91
O 0.249 -7.323 16.252 0.65 -1.18 -0.45
C 0.488 -8.325 17.196 -0.26 -0.82 1.82
O 0.429 -8.052 18.402 -0.14 0.17 -0.97
O 0.721 -9.470 16.678 0.07 0.32 -0.19
H 0.543 -7.916 15.522 -0.45 1.04 -0.31
```
Positions in Å, forces in eV/Å.


Entry 3:
# C3H10B3ClNO5

C3H10B3ClNO5 as an isolated structure (ωB97M-V/def2-TZVPD, the Open Molecules 2025 dataset).

As for the lowest unoccupied orbital energy: -4.8 eV. The net charge is +1. Its calculated total energy is -29551.548 eV.

XYZ file:
```
23
Properties=species:S:1:pos:R:3:forces:R:3
N 0.951 -2.985 2.392 -0.22 0.56 -0.07
B 0.821 -1.604 2.000 0.93 -0.98 0.66
O 0.090 -0.739 2.833 -0.84 -0.26 -0.89
B -0.373 0.298 2.093 1.18 0.52 1.10
Cl -2.144 0.574 1.994 -0.52 0.32 0.10
O 0.512 1.028 1.373 -1.10 -0.10 -0.92
B 1.032 0.140 0.396 0.74 0.82 -0.06
C 1.076 0.614 -1.092 0.49 -1.39 0.20
C 1.340 -0.565 -2.012 1.40 0.77 -0.66
C 1.334 -0.228 -3.456 -2.45 -1.19 0.68
O 0.242 -0.967 -2.724 -0.73 -0.15 0.08
O 1.410 -1.112 0.828 -1.15 0.36 0.08
H 1.870 -3.204 2.752 -0.01 -0.30 0.09
H 0.707 -3.619 1.644 0.33 -0.21 -0.06
H 1.856 1.349 -1.279 -0.15 0.45 0.20
H 0.088 0.947 -1.405 0.02 0.62 0.13
H 2.054 -1.307 -1.683 -0.11 -0.32 0.18
H 1.496 -0.967 -4.221 1.35 0.53 -0.39
H 0.922 0.745 -3.674 0.51 0.26 -0.55
O -3.858 2.884 0.591 -0.08 0.12 -0.05
H -3.543 3.805 0.670 0.01 0.04 0.00
H -4.774 2.790 0.920 -0.04 0.00 0.00
H -3.240 2.247 1.045 0.43 -0.43 0.18
```
Positions in Å, forces in eV/Å.